[1]
The following is a DFT calculation (the ωB97M-V functional and the def2-TZVPD basis) of a structure of composition C24H24Cl2N4O2PSSbSe4Tc.

energy above the lowest of the compared OMol25 structures with the same formula, charge and spin: 184.11 kJ/mol
max |F|: 0.801 eV/A
HOMO: -0.55579 hartree
charge: +3
energy: -350597.047 eV

Structure (XYZ):
```
64
C24H24Cl2N4O2PSSbSe4Tc the ωB97M-V functional and the def2-TZVPD basis
Tc 1.050 1.184 0.558
N -4.373 -4.059 4.354
C -3.509 -3.077 4.059
C -3.965 -1.761 3.820
C -3.085 -0.761 3.510
C -1.707 -1.041 3.437
C -1.235 -2.342 3.677
C -2.123 -3.341 3.966
S -0.650 0.252 3.148
O 0.167 0.674 4.232
O -1.470 1.324 2.492
N 0.419 -0.149 1.867
C 1.664 -0.806 2.092
N 1.911 -1.762 2.930
C 3.185 -2.189 2.940
C 4.161 -1.664 2.102
C 3.784 -0.670 1.218
N 2.519 -0.240 1.218
H -5.350 -3.868 4.501
H -4.051 -4.981 4.590
H -5.021 -1.537 3.895
H -3.459 0.238 3.335
H -0.178 -2.563 3.643
H -1.760 -4.345 4.145
H 3.425 -2.978 3.643
H 5.181 -2.016 2.137
H 4.476 -0.212 0.523
Se 0.569 6.119 4.063
Sb 0.374 6.341 1.853
Se -1.297 2.001 0.524
Se 1.911 3.126 0.728
Se -1.607 4.183 0.728
Cl -2.625 -3.656 -1.669
C -3.147 -2.225 -0.816
Cl -1.760 -1.420 0.008
H -3.859 -2.484 -0.043
H -3.553 -1.510 -1.522
C 1.754 -1.039 -1.910
P 1.164 0.666 -1.807
C 2.302 1.688 -2.744
C 3.567 1.991 -2.234
C 4.497 2.639 -3.025
C 4.170 2.988 -4.333
C 2.920 2.682 -4.845
C 1.981 2.027 -4.058
C -0.451 0.755 -2.566
C -1.085 2.003 -2.625
C -2.333 2.121 -3.212
C -2.947 0.996 -3.756
C -2.317 -0.239 -3.710
C -1.072 -0.367 -3.107
H 1.796 -1.319 -2.964
H 1.099 -1.725 -1.371
H 2.763 -1.089 -1.503
H 3.838 1.713 -1.221
H 5.478 2.870 -2.632
H 4.897 3.496 -4.952
H 2.668 2.950 -5.862
H 1.012 1.789 -4.477
H -0.585 2.893 -2.253
H -2.818 3.086 -3.268
H -3.915 1.092 -4.230
H -2.788 -1.109 -4.150
H -0.605 -1.343 -3.071
```

[2]
The following is a DFT calculation (the ωB97M-V functional and the def2-TZVPD basis) of a structure of composition C24H24Cl8IrN7O3S2 in a non-equilibrium geometry.

energy above the lowest of the compared OMol25 structures with the same formula, charge and spin: 122.45 kJ/mol
max |F|: 2.409 eV/A
HOMO (spin up / spin down): -0.28346 / -0.28376 hartree
charge: 0
energy: -166538.072 eV

Structure (XYZ):
```
69
C24H24Cl8IrN7O3S2 the ωB97M-V functional and the def2-TZVPD basis
Ir -0.029 -0.109 -0.357
N -6.002 -4.208 2.320
C -5.154 -3.121 2.359
C -5.217 -2.141 1.364
C -4.393 -1.035 1.420
C -3.503 -0.891 2.479
C -3.430 -1.856 3.477
C -4.255 -2.961 3.418
S -2.443 0.498 2.530
O -2.245 0.902 3.896
O -3.039 1.490 1.646
N -1.046 0.090 1.829
C -0.069 -0.548 2.553
N 1.070 -0.640 1.858
C 2.129 -1.185 2.427
C 2.076 -1.675 3.720
C 0.828 -1.615 4.330
N -0.244 -1.073 3.772
H -6.449 -4.417 1.444
H -5.768 -5.005 2.884
H -5.919 -2.254 0.546
H -4.437 -0.270 0.655
H -2.724 -1.726 4.286
H -4.208 -3.714 4.195
H 3.026 -1.246 1.816
H 2.937 -2.100 4.213
H 0.677 -2.049 5.313
C -0.416 4.096 2.307
N -0.977 3.208 1.307
C -0.529 3.028 0.100
N 0.443 3.818 -0.399
S -1.275 1.814 -0.930
H -0.663 3.693 3.286
H -0.829 5.102 2.217
H 0.671 4.147 2.219
H -1.810 2.639 1.544
H 1.127 4.248 0.202
H 0.756 3.573 -1.323
Cl -1.744 -0.029 -3.320
C -2.222 -1.241 -2.166
C -1.539 -1.381 -0.947
C -1.864 -2.545 -0.236
Cl -0.935 -3.012 1.150
C -2.866 -3.430 -0.629
Cl -3.171 -4.879 0.256
C -3.613 -3.164 -1.767
Cl -4.937 -4.179 -2.202
C -3.260 -2.083 -2.564
Cl -4.095 -1.827 -4.052
C 2.657 -1.220 -2.749
C 1.746 -2.176 -1.981
C 0.665 -2.712 -2.912
C 2.555 -3.342 -1.416
O 1.242 -1.496 -0.848
H 3.106 -1.705 -3.618
H 3.458 -0.870 -2.091
H 2.078 -0.356 -3.087
H 1.119 -3.290 -3.718
H 0.097 -1.895 -3.354
H -0.023 -3.358 -2.364
H 2.951 -3.968 -2.216
H 1.916 -3.945 -0.769
H 3.385 -2.966 -0.814
Cl 3.926 3.507 0.676
C 4.039 2.170 -0.619
Cl 5.368 1.165 -0.180
Cl 4.169 3.000 -2.133
C 2.732 1.559 -0.400
N 1.689 1.129 -0.208
```

[3]
The following is a DFT calculation (the ωB97M-V functional and the def2-TZVPD basis) of a structure of composition C24H24IN2PPd in a non-equilibrium geometry.

energy above the lowest of the compared OMol25 structures with the same formula, charge and spin: 88.82 kJ/mol
max |F|: 1.038 eV/A
HOMO: -0.52060 hartree
charge: +2
energy: -49113.885 eV

Structure (XYZ):
```
53
C24H24IN2PPd the ωB97M-V functional and the def2-TZVPD basis
Pd 0.107 0.295 0.478
I 2.508 -0.538 0.427
C 3.500 -0.045 2.186
C 4.843 0.148 2.015
C 5.673 0.336 3.135
C 5.121 0.296 4.377
C 3.730 0.105 4.564
C 3.225 0.065 5.883
C 1.895 -0.101 6.119
C 1.022 -0.196 5.027
C 1.451 -0.180 3.714
P -0.007 -0.271 2.624
C -0.856 -1.834 2.869
C -1.702 -2.035 3.965
C -2.288 -3.273 4.168
C -2.031 -4.317 3.287
C -1.190 -4.124 2.201
C -0.604 -2.887 1.988
C -1.037 1.109 3.168
C -0.402 2.308 3.502
C -1.152 3.435 3.801
C -2.539 3.373 3.773
C -3.180 2.183 3.450
C -2.435 1.057 3.140
C 2.853 -0.051 3.449
H 5.285 0.146 1.027
H 6.733 0.490 2.994
H 5.741 0.410 5.258
H 3.923 0.170 6.704
H 1.503 -0.138 7.125
H -0.034 -0.274 5.252
H -1.913 -1.234 4.662
H -2.945 -3.424 5.014
H -2.489 -5.283 3.449
H -0.989 -4.938 1.518
H 0.053 -2.745 1.138
H 0.680 2.360 3.541
H -0.655 4.358 4.067
H -3.123 4.250 4.022
H -4.261 2.132 3.456
H -2.948 0.124 2.926
N -1.979 0.448 0.097
C -2.308 1.646 -0.734
C -1.305 2.754 -0.491
N 0.049 2.261 -0.831
H -2.276 -0.393 -0.393
H -2.509 0.462 0.963
H -3.324 1.977 -0.524
H -2.277 1.341 -1.781
H -1.310 3.027 0.568
H -1.580 3.640 -1.065
H 0.755 2.953 -0.603
H 0.133 2.103 -1.832
```